[1]
This record from OMol25 describes C12H40ClN10O23P3Si2 as an isolated structure at a distorted geometry. The level of theory is ωB97M-V/def2-TZVPD.

## Properties
LUMO	-0.951	eV

```
91
C12H40ClN10O23P3Si2 | OMol25 | ωB97M-V/def2-TZVPD
C -0.572 2.694 3.334
C -1.696 3.822 2.821
C -3.167 3.223 2.412
N -1.318 5.142 2.822
Si -1.903 6.027 1.370
O -1.058 7.600 1.263
Si -2.009 8.509 0.045
P -0.501 9.836 -0.949
P -0.902 9.964 -3.088
O 0.064 8.938 -3.870
O -0.523 11.574 -3.641
O -2.560 9.486 -3.474
P -3.586 9.772 0.966
O -4.410 10.710 -0.294
Cl -5.132 8.600 1.835
H 0.503 3.146 3.456
H -0.607 1.701 2.715
H -0.935 2.403 4.433
H -3.398 2.345 3.186
H -3.182 2.700 1.345
H -4.059 3.988 2.542
H -3.323 6.388 1.619
H -1.851 5.269 0.126
H -2.623 7.619 -0.945
H 0.789 9.181 -0.697
H 0.288 11.502 -4.226
H -2.561 9.045 -4.374
H -5.399 10.464 -0.247
C -0.101 -1.898 3.305
N -0.313 -0.485 3.721
O -1.447 -0.171 4.102
O 0.665 0.269 3.654
H -1.041 -2.443 3.415
H 0.220 -1.889 2.261
H 0.668 -2.320 3.954
C 2.286 -5.758 2.790
N 1.473 -4.596 2.338
O 0.279 -4.801 2.093
O 2.058 -3.511 2.243
H 1.646 -6.643 2.828
H 3.093 -5.897 2.067
H 2.676 -5.522 3.782
C 2.638 -10.156 1.437
N 2.426 -8.743 1.853
O 1.292 -8.429 2.234
O 3.404 -7.989 1.786
H 1.698 -10.701 1.547
H 2.959 -10.147 0.393
H 3.407 -10.579 2.086
C -1.653 -12.024 -0.550
N -0.620 -11.468 0.365
O 0.367 -10.933 -0.154
O -0.829 -11.585 1.578
H -1.340 -11.851 -1.582
H -1.734 -13.093 -0.345
H -2.591 -11.507 -0.341
C -0.582 13.402 -0.378
N 0.451 13.958 0.537
O 1.438 14.493 0.019
O 0.242 13.841 1.751
H -0.269 13.574 -1.410
H -0.663 12.333 -0.173
H -1.521 13.919 -0.168
C 5.720 -4.065 0.265
N 6.496 -5.215 0.802
O 7.676 -5.318 0.446
O 5.899 -5.982 1.566
H 6.367 -3.477 -0.389
H 4.873 -4.470 -0.292
H 5.386 -3.467 1.116
C -5.753 -13.228 -2.978
N -4.720 -12.672 -2.063
O -3.734 -12.137 -2.581
O -4.929 -12.789 -0.850
H -5.440 -13.056 -4.010
H -5.834 -14.298 -2.773
H -6.692 -12.711 -2.769
C 8.487 -7.535 -1.243
N 8.733 -8.139 -2.581
O 8.052 -9.123 -2.891
O 9.603 -7.608 -3.281
H 7.701 -8.100 -0.740
H 9.421 -7.588 -0.681
H 8.177 -6.500 -1.401
C -3.967 11.986 -4.682
N -4.867 12.397 -5.794
O -5.345 11.499 -6.496
O -5.067 13.610 -5.930
H -3.882 10.898 -4.681
H -2.994 12.450 -4.858
H -4.413 12.339 -3.750
```

***

[2]
This record from OMol25 describes C29H52InP2Si as an isolated structure at a distorted geometry. The level of theory is ωB97M-V/def2-TZVPD.

## Properties
energy above the lowest of the compared OMol25 structures with the same formula, charge and spin	43.70	kcal/mol
total charge	+1
LUMO (spin up / spin down)	-5.811 / -5.787	eV

```
85
C29H52InP2Si | OMol25 | ωB97M-V/def2-TZVPD
In 0.868 -0.757 -0.589
C -0.261 -3.222 2.700
C 1.121 -3.464 2.445
C 0.967 -1.600 3.776
C -0.347 -2.083 3.545
C 1.874 -2.446 3.083
C -1.408 -3.960 2.134
H -1.158 -4.389 1.154
H -2.263 -3.282 1.999
H -1.731 -4.787 2.786
C -1.567 -1.387 3.976
H -2.462 -2.006 3.845
H -1.689 -0.456 3.392
H -1.520 -1.121 5.039
C 1.281 -0.355 4.496
H 0.765 -0.329 5.466
H 0.952 0.526 3.912
H 2.355 -0.260 4.681
C 3.343 -2.283 3.040
H 3.825 -2.892 3.822
H 3.624 -1.235 3.211
H 3.758 -2.594 2.071
C 1.672 -4.502 1.552
H 2.049 -5.352 2.125
H 2.506 -4.124 0.957
H 0.916 -4.884 0.866
C -1.364 0.766 -4.813
C -1.733 -0.520 -4.665
C -0.949 -1.732 -5.095
C 0.613 -1.721 -4.988
C 1.214 -0.891 -3.881
C 1.394 0.436 -4.033
C 1.135 1.267 -5.253
C -0.324 1.240 -5.778
H -1.213 -1.917 -6.153
H 1.042 -1.509 -5.998
H -1.343 -2.612 -4.551
H -0.397 0.605 -6.685
H -1.943 1.539 -4.297
H -2.799 -0.715 -4.418
H -0.562 2.272 -6.081
H 1.430 2.322 -5.077
H 1.928 1.035 -3.286
H 1.801 0.952 -6.080
H 0.928 -2.757 -4.795
H 1.762 -1.472 -3.105
P -1.948 0.271 -0.951
P 1.852 1.617 -0.732
C -0.918 1.528 -1.966
C 0.311 2.382 -1.499
H -1.732 2.180 -2.309
H -0.565 1.023 -2.873
H 0.696 2.868 -2.421
H -0.015 3.150 -0.760
C 2.379 2.488 0.744
H 3.378 2.111 0.997
H 1.701 2.278 1.586
H 2.428 3.578 0.568
C 3.342 1.004 -1.566
H 3.827 1.811 -2.132
H 3.136 0.167 -2.268
H 4.031 0.560 -0.833
C -3.676 0.348 -1.674
H -4.202 -0.551 -1.303
H -3.651 0.321 -2.781
H -4.153 1.248 -1.271
C -1.573 -1.265 -1.998
H -1.375 -2.208 -1.432
H -0.716 -1.031 -2.671
H -2.477 -1.441 -2.635
C -2.418 3.701 2.920
Si -1.035 2.499 3.470
C 0.321 3.673 4.045
C -1.824 1.794 5.041
C -0.553 1.271 2.082
C -0.318 0.488 1.111
H -2.705 4.416 3.723
H -3.323 3.137 2.637
H -2.070 4.289 2.054
H -0.072 4.338 4.838
H 1.217 3.177 4.447
H 0.636 4.338 3.227
H -2.776 1.282 4.833
H -1.175 1.141 5.642
H -2.072 2.678 5.657
```

***

[3]
This record from OMol25 describes C4H9ClO2 as an isolated structure at a distorted geometry. The level of theory is ωB97M-V/def2-TZVPD.

## Properties
energy above the lowest of the compared OMol25 structures with the same formula, charge and spin	60.27	kcal/mol
LUMO	0.785	eV

```
16
C4H9ClO2 | OMol25 | ωB97M-V/def2-TZVPD
C 0.532 1.272 1.367
C -1.567 0.522 -0.735
C 0.539 -1.903 -0.520
C 0.945 0.266 0.294
O -0.246 0.708 -1.130
O 0.598 -0.977 0.516
Cl 2.490 0.489 -0.391
H -0.479 0.925 1.747
H 1.165 1.361 2.168
H 0.561 2.278 0.959
H -2.044 0.462 -1.731
H -1.969 1.308 -0.031
H -1.818 -0.325 -0.189
H 1.224 -2.654 -0.385
H 0.608 -1.428 -1.446
H -0.537 -2.303 -0.492
```

***

[4]
This record from OMol25 describes an isolated molecule of C3H4INO at a distorted geometry. The level of theory is ωB97M-V/def2-TZVPD.

## Properties
energy above the lowest of the compared OMol25 structures with the same formula, charge and spin	15.95	kcal/mol
SMILES string	C/C=N/C(=O)I
LUMO	-0.486	eV

```
10
C3H4INO | OMol25 | ωB97M-V/def2-TZVPD
C 0.577 0.873 -1.328
C 0.365 0.243 -0.026
N -0.723 -0.259 0.419
C -1.058 -0.830 1.594
O -1.655 -0.384 2.600
I -0.903 -3.075 1.552
H 0.693 0.219 -2.296
H 1.495 1.375 -1.426
H -0.164 1.568 -1.599
H 1.373 0.271 0.512
```

***

[5]
This record from OMol25 describes C16H27CrNO5S5Si as an isolated structure at a distorted geometry. The level of theory is ωB97M-V/def2-TZVPD.

## Properties
total charge	-2
expectation value of S²	6.021
LUMO (spin up / spin down)	4.257 / 4.256	eV
multiplicity	5

```
56
C16H27CrNO5S5Si | OMol25 | ωB97M-V/def2-TZVPD
Cr -2.259 -0.961 0.509
O -3.825 -3.598 6.773
C -3.580 -3.140 5.675
S -2.903 -4.064 4.338
C -2.832 -2.769 3.124
C -3.258 -1.549 3.538
S -3.317 -0.071 2.648
S -3.840 -1.461 5.215
S -2.253 -3.242 1.568
S -5.442 -1.263 -2.782
C -4.432 -1.157 -1.539
N -3.706 -1.079 -0.613
C -0.467 2.939 0.812
C 0.920 2.366 1.120
C 2.000 3.451 0.974
C 0.924 1.784 2.536
O 1.270 1.365 0.190
Si 0.374 0.005 -0.127
O -0.308 -0.648 1.111
O 1.405 -0.866 -1.066
C 2.579 -1.505 -0.650
C 3.779 -0.624 -1.031
C 2.586 -1.735 0.857
C 2.630 -2.843 -1.399
O -0.895 0.333 -1.162
C -0.799 0.708 -2.521
C 0.422 1.600 -2.761
C -2.066 1.483 -2.901
C -0.689 -0.547 -3.393
H -0.732 3.711 1.532
H -1.203 2.137 0.861
H -0.488 3.361 -0.191
H 1.810 4.266 1.668
H 2.009 3.827 -0.048
H 2.975 3.012 1.179
H 0.572 2.517 3.258
H 1.927 1.456 2.800
H 0.265 0.920 2.548
H 3.615 0.375 -0.636
H 3.871 -0.552 -2.112
H 4.696 -1.039 -0.619
H 2.627 -0.773 1.358
H 3.436 -2.345 1.152
H 1.657 -2.212 1.151
H 2.595 -2.658 -2.472
H 1.760 -3.433 -1.122
H 3.541 -3.385 -1.154
H 0.350 2.499 -2.158
H 0.485 1.881 -3.812
H 1.323 1.071 -2.471
H -2.171 2.362 -2.268
H -2.938 0.849 -2.761
H -2.004 1.791 -3.945
H 0.134 -1.156 -3.033
H -0.520 -0.267 -4.433
H -1.607 -1.124 -3.320
```